1.
{
  "formula": "C4H9NS",
  "method": "ωB97M-V with the def2-TZVPD basis set",
  "e_tot_ev": -16614.457,
  "spin_multiplicity": 1,
  "orbital_gap_ev": 9.66,
  "relative_energy_ev": 4.998,
  "charge": 0,
  "homo_ev": -8.99,
  "symbols": ["C", "C", "C", "C", "H", "H", "H", "H", "H", "H", "H", "H", "H", "N", "S"],
  "positions_angstrom": [[-1.067, 0.713, -1.228], [0.490, 0.177, -1.192], [1.205, 0.627, 0.095], [0.837, -0.401, 1.234], [-1.629, 0.761, 0.013], [-1.530, -0.069, -2.080], [-1.041, 1.959, -1.970], [0.389, -0.819, -1.109], [0.864, 0.556, -2.198], [2.342, 0.753, 0.187], [0.707, 1.614, 0.447], [1.478, -0.438, 2.254], [-2.087, -2.202, 1.850], [-0.218, -1.146, 1.145], [-0.738, -2.086, 2.553]],
  "atomic_forces_ev_per_a": [[0.10, 0.95, -1.36], [-1.50, 4.93, -0.64], [-0.19, 0.31, 1.98], [-0.33, -0.55, 1.70], [1.63, -0.12, -4.50], [0.44, 2.23, 2.77], [-0.36, -3.77, 2.83], [-0.02, -3.60, -0.42], [0.17, -0.76, 1.54], [-1.61, -0.12, -0.81], [1.07, -1.34, -0.45], [-1.17, 0.43, -2.33], [2.65, -0.07, 1.82], [1.52, 0.96, 0.70], [-2.41, 0.51, -2.84]]
}

=====

2.
{
  "formula": "C4H4N2",
  "method": "ωB97M-V with the def2-TZVPD basis set",
  "e_tot_ev": -7189.691,
  "spin_multiplicity": 1,
  "orbital_gap_ev": 9.51,
  "relative_energy_ev": 2.997,
  "charge": 0,
  "smiles": "c1ccnnc1",
  "homo_ev": -8.94,
  "symbols": ["C", "C", "C", "N", "N", "C", "H", "H", "H", "H"],
  "positions_angstrom": [[-0.502, -1.009, -0.009], [0.807, -0.512, 0.598], [1.138, 0.805, 0.531], [0.186, 1.800, -0.313], [-0.820, 1.365, -0.916], [-1.263, -0.180, -0.772], [-0.677, -2.063, 0.288], [1.364, -1.362, 1.038], [1.965, 1.435, 0.913], [-2.199, -0.279, -1.358]],
  "atomic_forces_ev_per_a": [[1.12, 1.09, 0.26], [-1.37, 0.21, -0.76], [-2.26, 1.11, -1.81], [0.86, -2.73, 1.11], [0.26, -2.86, 1.07], [1.49, 2.68, 0.31], [-0.42, 0.81, -0.76], [0.02, 1.18, 0.00], [-0.55, -1.07, -0.20], [0.85, -0.41, 0.77]]
}

=====

3.
{
  "formula": "C2H2N6",
  "method": "ωB97M-V with the def2-TZVPD basis set",
  "e_tot_ev": -11040.699,
  "spin_multiplicity": 1,
  "orbital_gap_ev": 7.41,
  "relative_energy_ev": 3.206,
  "charge": 0,
  "smiles": "[H]/N=c1/ncnnnn1",
  "homo_ev": -9.38,
  "symbols": ["H", "N", "C", "N", "C", "N", "N", "N", "N", "H"],
  "positions_angstrom": [[1.631, 1.519, 1.178], [0.700, 1.610, 0.993], [0.191, 1.019, 0.016], [-1.095, 1.079, -0.259], [-1.541, -0.169, -0.375], [-0.981, -1.284, 0.183], [0.156, -1.571, 0.514], [1.372, -0.986, -0.429], [1.155, 0.259, -0.781], [-2.672, -0.368, -0.569]],
  "atomic_forces_ev_per_a": [[3.09, -0.58, 0.23], [-3.51, 1.28, 0.23], [4.85, 0.02, 1.48], [-3.75, -3.41, -1.78], [-2.72, 2.66, -0.49], [0.78, -0.47, 1.19], [1.49, -0.17, -1.10], [-3.06, 4.78, -0.71], [0.58, -4.75, 1.06], [2.25, 0.64, -0.10]]
}

=====

4.
{
  "formula": "C2H3ClO2S",
  "method": "ωB97M-V with the def2-TZVPD basis set",
  "e_tot_ev": -29571.694,
  "spin_multiplicity": 1,
  "orbital_gap_ev": [8.42, 8.42],
  "relative_energy_ev": 3.020,
  "charge": 0,
  "homo_ev": [-9.98, -9.98],
  "symbols": ["C", "C", "O", "O", "S", "Cl", "H", "H", "H"],
  "positions_angstrom": [[-0.403, 0.300, -0.150], [-0.204, -1.020, 0.668], [-1.789, 0.617, -0.006], [-2.011, -2.206, -0.879], [-2.100, -1.545, 0.388], [1.014, -2.033, -0.043], [0.276, 1.199, 0.043], [-0.311, 0.155, -1.193], [-0.144, -0.668, 1.770]],
  "atomic_forces_ev_per_a": [[-0.44, 0.79, 0.19], [-1.38, 3.00, 0.82], [-0.25, -3.10, 1.72], [-0.58, -0.80, -0.88], [2.49, 3.83, -0.22], [-0.29, -0.27, 0.65], [-0.80, -1.23, 0.52], [0.84, -0.88, -1.21], [0.41, -1.33, -1.59]]
}

=====

5.
{
  "formula": "C6H17N2",
  "method": "ωB97M-V with the def2-TZVPD basis set",
  "e_tot_ev": -9468.657,
  "spin_multiplicity": 1,
  "orbital_gap_ev": 9.55,
  "relative_energy_ev": 3.377,
  "charge": 1,
  "smiles": "CCCNC[C@@H](C)[NH3+]",
  "homo_ev": -13.05,
  "symbols": ["C", "C", "C", "N", "C", "C", "C", "N", "H", "H", "H", "H", "H", "H", "H", "H", "H", "H", "H", "H", "H", "H", "H", "H", "H"],
  "positions_angstrom": [[1.224, 0.907, 2.913], [1.351, -0.442, 2.102], [1.737, -0.131, 0.587], [0.747, 0.541, -0.183], [-0.616, -0.168, -0.018], [-1.359, -0.621, -1.363], [-2.580, 0.149, -1.753], [-0.246, -0.370, -2.390], [0.961, 0.641, 3.956], [2.288, 1.290, 2.807], [0.525, 1.432, 2.304], [2.285, -1.089, 2.314], [0.308, -0.964, 2.143], [2.019, -1.148, -0.017], [2.753, 0.417, 0.623], [0.689, 1.530, -0.057], [-0.378, -1.196, 0.484], [-1.290, 0.470, 0.725], [-1.545, -1.626, -1.495], [-3.436, -0.664, -1.985], [-2.955, 0.846, -0.931], [-2.597, 0.665, -2.700], [-0.260, -0.986, -3.176], [0.801, -0.225, -2.041], [-0.424, 0.740, -2.850]],
  "atomic_forces_ev_per_a": [[2.71, -2.74, -0.73], [0.34, -0.66, -1.23], [2.34, -2.14, 0.61], [-2.59, -1.24, -1.22], [0.10, -0.65, 1.92], [3.00, 3.58, 0.01], [-3.77, -1.22, 0.65], [1.24, 5.22, -1.73], [-0.04, 0.80, -0.72], [-1.51, 0.36, 0.61], [-0.66, 1.14, 0.39], [-1.98, 0.67, 0.76], [2.37, 0.32, 0.23], [-0.72, 2.04, 1.64], [-1.73, -0.45, -0.30], [-0.14, 0.47, 0.37], [-0.51, 2.15, -0.73], [1.11, -1.55, -1.81], [-0.16, -2.27, 0.65], [1.61, 1.93, 0.90], [0.51, -1.00, -1.18], [0.62, 0.45, -0.26], [-0.17, -0.62, -0.73], [-2.56, -0.45, 0.31], [0.60, -4.14, 1.56]]
}

=====

6.
{
  "formula": "C23H14AsFO5SW",
  "method": "ωB97M-V with the def2-TZVPD basis set",
  "e_tot_ev": -110531.667,
  "spin_multiplicity": 3,
  "orbital_gap_ev": [6.72, 6.20],
  "relative_energy_ev": 0.674,
  "charge": 0,
  "homo_ev": [-8.55, -8.92],
  "s2": 2.0288,
  "symbols": ["W", "S", "C", "C", "C", "C", "C", "C", "As", "C", "C", "C", "C", "C", "C", "C", "C", "C", "C", "C", "C", "H", "H", "H", "H", "H", "H", "H", "H", "H", "H", "H", "H", "H", "H", "O", "C", "C", "O", "C", "C", "O", "C", "O", "O", "F"],
  "positions_angstrom": [[0.503, -0.395, -0.610], [2.025, -1.287, -2.094], [3.372, -0.186, -2.469], [4.518, -0.748, -3.018], [5.605, 0.060, -3.320], [5.556, 1.426, -3.078], [4.416, 1.992, -2.529], [3.318, 1.193, -2.223], [1.687, 1.868, -1.486], [1.929, 0.200, 0.850], [1.561, 1.094, 1.873], [2.392, 1.351, 2.948], [3.632, 0.729, 3.029], [4.026, -0.151, 2.031], [3.192, -0.410, 0.953], [2.290, 3.405, -0.493], [3.437, 3.328, 0.294], [3.866, 4.443, 0.995], [3.158, 5.637, 0.906], [2.020, 5.715, 0.118], [1.582, 4.599, -0.582], [4.558, -1.813, -3.203], [6.495, -0.383, -3.746], [6.406, 2.050, -3.317], [4.374, 3.056, -2.336], [0.592, 1.578, 1.832], [2.075, 2.036, 3.723], [4.287, 0.925, 3.868], [4.988, -0.644, 2.092], [3.527, -1.102, 0.192], [3.994, 2.399, 0.360], [4.752, 4.381, 1.613], [3.496, 6.506, 1.454], [1.469, 6.643, 0.047], [0.688, 4.661, -1.190], [-4.435, -2.821, 2.134], [-3.431, -2.352, 1.694], [-3.049, -0.851, 1.669], [-3.688, 0.055, 2.131], [-1.758, -0.828, 0.978], [-1.338, -2.085, 0.636], [-0.157, -2.185, 0.014], [-2.264, -3.130, 1.038], [-2.190, -4.325, 0.923], [-0.971, 0.183, 0.702], [-0.791, 0.100, -1.923]],
  "atomic_forces_ev_per_a": [[-1.16, -0.77, -0.37], [0.28, -0.35, 0.00], [-0.11, 0.12, 0.02], [0.07, 0.03, -0.04], [-0.03, -0.04, 0.01], [-0.01, 0.04, 0.01], [0.04, -0.01, -0.06], [-0.13, -0.19, 0.19], [0.04, 0.14, -0.14], [-0.04, 0.25, 0.22], [-0.07, -0.02, 0.02], [0.03, 0.00, -0.03], [0.01, -0.01, 0.00], [0.02, 0.00, 0.02], [-0.01, 0.03, -0.07], [0.07, -0.13, -0.03], [0.06, -0.01, -0.01], [-0.02, 0.03, 0.01], [0.01, -0.04, 0.00], [-0.01, 0.00, 0.00], [-0.09, 0.00, 0.05], [-0.01, 0.00, 0.00], [0.00, 0.00, 0.00], [0.00, 0.01, 0.00], [0.02, 0.01, -0.01], [0.02, 0.00, 0.00], [-0.01, 0.00, 0.00], [0.00, 0.00, 0.00], [0.00, 0.00, -0.01], [0.01, 0.00, 0.01], [-0.05, 0.03, 0.03], [0.00, 0.00, 0.00], [0.00, 0.00, 0.00], [0.00, 0.00, 0.00], [0.01, 0.00, -0.01], [0.02, 0.02, 0.02], [0.02, 0.05, -0.04], [-0.38, 0.01, 0.23], [0.08, -0.03, -0.05], [0.36, -0.08, -0.01], [0.21, 0.28, 0.01], [0.22, 0.97, -0.46], [-0.22, -0.41, 0.13], [0.04, 0.11, -0.03], [0.17, -0.15, -0.11], [0.53, 0.10, 0.50]]
}